Entry from OMol25: C2H6ClO3P in the gas phase in a non-equilibrium geometry (ωB97M-V with the def2-TZVPD basis set).

XYZ file:
```
13
C2H6ClO3P ωB97M-V with the def2-TZVPD basis set
C 0.56597 1.86996 -0.32286
C 0.66513 0.74686 0.67867
O -0.81687 -2.17038 -1.32112
O -1.15956 -2.10770 1.06482
O 0.54981 -0.58281 -0.03409
P -1.06583 -1.06120 -0.14646
Cl -0.55518 0.85790 1.93192
H 1.18618 1.62494 -1.18253
H 0.92210 2.79417 0.12425
H -0.46351 1.99676 -0.64903
H 1.64952 0.69664 1.15008
H -0.87592 -1.78838 -2.19469
H -0.60185 -2.87677 0.90104
```

Properties
Molecular weight, g/mol: 144.49
Frontier orbital gap, eV: 10.09
E, eV: -30126.6453
2S+1: 1
SMILES: C[C@@H](Cl)OP(O)O
Energy above the lowest of the compared OMol25 structures with the same formula, charge and spin, kcal per mole: 0.00

Listed below, in e, are the Mulliken charges computed for each atom: C -1.066; C 0.165; O -0.503; O -0.411; O -0.271; P 0.338; Cl -0.168; H 0.297; H 0.355; H 0.312; H 0.323; H 0.310; H 0.319